# 1
ORCA calculation (ωB97M-V/def2-TZVPD) on C3H3NO2 as an isolated structure in a non-equilibrium geometry.

```
9
Properties=species:S:1:pos:R:3:lowdin_charge:R:1
C 0.2994 0.8201 -0.4639 -0.059
O 0.1851 -0.3150 -1.3265 0.012
C -0.2286 -1.2592 -0.4447 -0.442
O -0.4766 -2.4039 -0.6282 0.175
C -0.2366 -0.3423 0.7392 -0.218
N -0.4247 -0.1245 1.9556 0.217
H -0.0896 0.7825 1.4310 0.083
H 1.3395 1.2042 -0.4591 0.116
H -0.3678 1.6380 -0.8035 0.116
```

## Properties
Electronic energy = -321.22246 a.u.
Relative energy (zero: lowest compared OMol25 entry of this formula, charge and spin) = 407.4 kJ/mol
E_HOMO = -10.499 eV
Charge = 0
Kohn-Sham gap = 0.375 Eh
LUMO = -0.28 eV
Strongest force on any atom = 0.0819 hartree/bohr

# 2
ORCA calculation (ωB97M-V/def2-TZVPD) on an isolated ion of composition C4H3N2O3S and charge -1 in a non-equilibrium geometry.

```
13
Properties=species:S:1:pos:R:3:lowdin_charge:R:1
O 1.9650 0.1028 1.3345 0.008
C 0.8873 0.1634 0.7657 -0.628
N 0.3194 -1.0146 0.3447 0.172
C -1.0275 -1.2324 0.1808 -0.491
O -1.4295 -2.3813 0.2935 0.026
C -1.9140 -0.0326 0.2230 -0.618
S -3.5062 -0.0722 0.4427 0.791
C -1.2284 1.2856 -0.1630 -0.671
O -1.8403 2.3553 -0.1057 -0.151
N 0.1882 1.2740 0.6075 0.142
H 0.7929 -1.8502 0.6762 0.157
H -0.5763 1.0459 -1.1370 0.160
H 0.7260 2.0705 0.5068 0.102
```

## Properties
Electronic energy = -887.69203 a.u.
Relative energy (zero: lowest compared OMol25 entry of this formula, charge and spin) = 129.4 kJ/mol
E_HOMO = -4.166 eV
Charge = -1
Structure (SMILES) = O=C1NC(=O)C(=S)[C@@H]([O-])N1
Kohn-Sham gap = 0.246 Eh
LUMO = 2.52 eV
Strongest force on any atom = 0.0594 hartree/bohr

# 3
ORCA calculation (ωB97M-V/def2-TZVPD) on a 4-piece molecular cluster, CH10NO4 overall in a non-equilibrium geometry.

```
16
Properties=species:S:1:pos:R:3:lowdin_charge:R:1
N -1.0788 2.3229 1.2415 -0.023
C -0.4693 0.9854 1.6790 -0.332
O 0.3583 0.3800 0.5738 -0.380
H -0.2262 2.9330 1.3510 0.059
H -1.4809 2.2972 0.3396 0.017
H 0.2007 1.1933 2.5207 0.077
H -1.1654 0.1307 1.9146 0.085
H 0.5506 -0.5351 -2.3715 0.014
H 1.2618 -0.2652 -3.7998 0.059
O 0.4328 -0.1226 -3.2420 -0.108
H 1.1260 -0.6721 0.2720 -0.043
H 1.6439 -2.1837 -0.1382 -0.075
O 1.9374 -1.3157 -0.1075 -0.189
H -0.7493 -0.8961 0.3573 0.026
H -0.7717 -2.2567 0.0488 -0.010
O -1.4812 -1.6814 0.3685 -0.178
```

## Properties
Electronic energy = -399.80204 a.u.
Relative energy (zero: lowest compared OMol25 entry of this formula, charge and spin) = 166.1 kJ/mol
E_HOMO = -4.405 eV
Charge = -1
Kohn-Sham gap = 0.306 Eh
LUMO = 3.92 eV
Strongest force on any atom = 0.0827 hartree/bohr

# 4
ORCA calculation (ωB97M-V/def2-TZVPD) on C39H28Cl6N8O4S3SeSr as an isolated structure.

```
90
Properties=species:S:1:pos:R:3:lowdin_charge:R:1
Sr -0.9774 -0.9775 0.4511 1.233
C -4.4815 0.2108 1.8010 -0.076
C -3.3805 1.0370 2.3739 -0.642
N -2.1192 0.9074 2.0829 -0.002
C -1.3384 1.8315 2.7437 -0.357
C -2.0276 2.6671 3.5631 -0.337
S -3.6965 2.3109 3.4885 1.083
C 0.1110 1.8483 2.5085 -0.363
C 0.9892 2.7574 3.0061 -0.343
S 2.5642 2.4006 2.4600 1.072
C 1.9656 1.0406 1.5992 -0.647
N 0.6800 0.8790 1.7141 0.009
C 2.8557 0.1829 0.7668 -0.057
H -4.1124 -0.3582 0.9524 0.040
H -5.3086 0.8428 1.4749 0.086
H -4.8547 -0.5000 2.5392 0.086
H -1.6443 3.4551 4.1896 0.077
H 0.7867 3.6018 3.6434 0.077
H 3.8897 0.2361 1.1039 0.082
H 2.8121 0.5096 -0.2724 0.063
H 2.5246 -0.8551 0.7988 0.070
N -3.1584 0.6681 -3.3489 0.186
C -3.3435 1.9043 -2.7621 -0.181
C -3.8328 3.1072 -3.2561 -0.016
C -3.8704 4.1677 -2.3734 -0.085
C -3.4274 4.0327 -1.0489 -0.084
C -2.9374 2.8356 -0.5697 -0.061
C -2.9023 1.7507 -1.4443 -0.237
N -2.4651 0.4447 -1.2501 0.101
C -2.6351 -0.1574 -2.4018 -0.264
C -2.3268 -1.5609 -2.6699 -0.327
C -2.4018 -2.1887 -3.8758 -0.332
S -1.9410 -3.8187 -3.7083 1.074
C -1.6885 -3.5700 -2.0405 -0.448
N -1.9182 -2.3599 -1.6339 -0.049
H -3.3644 0.4231 -4.2997 0.159
H -4.1643 3.2125 -4.2809 0.109
H -4.2402 5.1265 -2.7121 0.102
H -3.4553 4.8945 -0.3955 0.105
H -2.5660 2.7458 0.4409 0.090
H -2.6700 -1.7831 -4.8374 0.078
H -1.3484 -4.3591 -1.3858 0.094
N 0.3908 -3.2360 1.1286 0.148
C 1.1478 -3.6919 1.8600 -0.140
C 2.0752 -4.2713 2.7881 -0.211
C 3.3479 -4.6290 2.3483 -0.020
C 4.2396 -5.1862 3.2486 -0.070
C 3.8617 -5.3800 4.5711 -0.069
C 2.5927 -5.0159 5.0030 -0.060
C 1.6904 -4.4581 4.1141 -0.020
H 3.6215 -4.4675 1.3137 0.123
H 5.2298 -5.4699 2.9183 0.107
H 4.5627 -5.8166 5.2707 0.107
H 2.3041 -5.1655 6.0346 0.110
H 0.7006 -4.1590 4.4361 0.085
C 2.3203 5.6154 -2.4791 -0.038
N 2.5813 4.2186 -2.7399 -0.081
C 1.8738 3.1688 -2.2333 -0.739
Se 0.4272 3.2327 -1.1164 0.692
N 2.4451 2.0486 -2.7252 0.121
C 3.5117 2.3583 -3.5512 -0.168
C 4.3871 1.5673 -4.2748 0.001
C 5.3587 2.2263 -5.0150 -0.087
C 5.4483 3.6205 -5.0276 -0.094
C 4.5682 4.4088 -4.2981 -0.014
C 3.5995 3.7483 -3.5617 -0.163
H 1.4391 5.6778 -1.8460 0.033
H 2.1367 6.1408 -3.4170 0.097
H 3.1710 6.0702 -1.9700 0.097
H 2.1419 1.1056 -2.5093 0.091
H 4.3089 0.4888 -4.2559 0.106
H 6.0636 1.6465 -5.5958 0.101
H 6.2201 4.0966 -5.6176 0.100
H 4.6371 5.4886 -4.3064 0.108
O 0.8896 -2.1219 -3.3910 -0.325
Cl 1.5865 -1.5792 -2.2622 0.668
O 2.7124 -0.7835 -2.7059 -0.351
O 2.0324 -2.6199 -1.3819 -0.337
O 0.6849 -0.6813 -1.5332 -0.493
Cl -0.5846 -1.4556 3.8964 0.650
C -1.9976 -2.4807 3.5929 -0.702
C -2.5618 -2.4325 2.3357 -0.263
C -3.6673 -3.2493 2.1800 -0.720
Cl -4.4581 -3.2762 0.6053 0.623
C -4.1966 -4.0592 3.1829 -0.715
Cl -5.5900 -5.0422 2.9141 0.656
C -3.5694 -4.0755 4.4287 -0.713
Cl -4.1762 -5.0778 5.6953 0.661
C -2.4473 -3.2789 4.6411 -0.714
Cl -1.6421 -3.3118 6.1721 0.655
```

## Properties
Electronic energy = -8629.84208 a.u.
Relative energy (zero: lowest compared OMol25 entry of this formula, charge and spin) = 0.0 kJ/mol
E_HOMO = -7.274 eV
Charge = 0
Kohn-Sham gap = 0.274 Eh
LUMO = 0.17 eV
Strongest force on any atom = 0.0117 hartree/bohr

# 5
ORCA calculation (ωB97M-V/def2-TZVPD) on one molecule with the formula CH4N2 in a non-equilibrium geometry.

```
7
Properties=species:S:1:pos:R:3:lowdin_charge:R:1
C -0.1621 -0.5581 0.8752 -0.081
N -0.7308 0.1650 -0.0282 -0.128
N 0.0342 0.4198 -1.1207 -0.031
H -0.7701 -0.7467 1.7064 0.030
H 0.8605 -0.9277 0.9050 0.064
H -0.2700 1.3115 -1.4126 0.060
H 1.0383 0.3363 -0.9251 0.086
```

## Properties
Electronic energy = -149.95391 a.u.
Relative energy (zero: lowest compared OMol25 entry of this formula, charge and spin) = 234.3 kJ/mol
E_HOMO = -9.150 eV
Charge = 0
Structure (SMILES) = C=NN
Kohn-Sham gap = 0.382 Eh
LUMO = 1.25 eV
Strongest force on any atom = 0.0496 hartree/bohr

# 6
ORCA calculation (ωB97M-V/def2-TZVPD) on C45H27CsN12S as an isolated structure in a non-equilibrium geometry.

```
86
Properties=species:S:1:pos:R:3:lowdin_charge:R:1
Cs -0.2937 0.9977 1.7582 1.236
C 5.6412 -1.1535 -1.8649 -0.093
C 5.8161 0.1715 -2.2607 -0.105
C 4.8837 1.1469 -1.9238 -0.025
C 3.7787 0.7562 -1.1901 -0.105
C 2.5886 1.5026 -0.7037 -0.319
N 1.7316 0.7151 -0.1237 -0.046
C 2.3073 -0.6287 -0.0286 -0.618
N 1.3983 -1.6424 -0.5361 -0.003
C 0.0677 -1.2129 -0.7309 -0.281
C -0.2904 -0.4429 -1.8936 -0.120
C 0.4138 -0.0986 -3.0481 -0.023
C -0.2388 0.6685 -3.9913 -0.101
C -1.5654 1.0848 -3.7861 -0.101
C -2.2538 0.7621 -2.6340 -0.029
C -1.5972 -0.0054 -1.6692 -0.126
C -1.9669 -0.5474 -0.3731 -0.373
N -2.9637 -0.1911 0.4498 0.154
C -3.2214 1.1256 0.4487 -0.381
N -2.2674 2.0259 0.0325 0.002
C -2.6021 3.2390 0.4058 -0.330
N -1.8019 4.3571 0.2991 0.176
C -0.5431 4.2525 -0.0109 -0.312
N 0.2485 3.1320 -0.1827 0.061
C 1.4677 3.5466 -0.5354 -0.314
N 2.5517 2.8498 -0.8423 0.162
C 1.5373 5.0339 -0.5793 -0.105
C 2.5567 5.9224 -0.8618 -0.029
C 2.2727 7.2824 -0.7786 -0.110
C 0.9995 7.7273 -0.4232 -0.110
C -0.0237 6.8266 -0.1440 -0.029
C 0.2688 5.4778 -0.2240 -0.108
C -3.8972 3.2173 1.0737 -0.111
C -4.6978 4.1936 1.6626 -0.045
C -5.8695 3.8062 2.2861 -0.123
C -6.2425 2.4517 2.3387 -0.121
C -5.4556 1.4731 1.7640 -0.035
C -4.2719 1.8511 1.1261 -0.111
N -0.9348 -1.3483 0.1127 0.107
C 3.6120 -0.5592 -0.7861 -0.156
C 4.5324 -1.5345 -1.1135 -0.020
H 6.3802 -1.8948 -2.1455 0.091
H 6.6925 0.4373 -2.8410 0.087
H 4.9948 2.1819 -2.2221 0.103
H 1.4419 -0.4157 -3.1842 0.105
H 0.2744 0.9679 -4.8981 0.087
H -2.0467 1.6964 -4.5413 0.086
H -3.2593 1.1277 -2.4693 0.108
H 3.5373 5.5545 -1.1369 0.103
H 3.0460 8.0118 -0.9911 0.086
H 0.8095 8.7932 -0.3651 0.086
H -1.0179 7.1573 0.1293 0.104
H -4.3970 5.2342 1.6297 0.101
H -6.5099 4.5496 2.7470 0.082
H -7.1605 2.1771 2.8459 0.084
H -5.7358 0.4274 1.8118 0.106
H 4.3857 -2.5580 -0.7904 0.113
S 2.6553 -0.8943 1.7850 0.965
C 1.5691 -2.2637 2.1964 -0.759
N 1.2971 -2.2011 3.4988 -0.085
N 0.7263 -3.3995 3.9850 -0.054
C -0.5939 -3.7070 3.7940 -0.279
C -1.1068 -4.9226 4.2893 -0.067
C -2.4480 -5.2320 4.1593 -0.145
C -3.3256 -4.3552 3.5292 -0.146
C -2.8205 -3.1661 3.0143 -0.095
C -1.4803 -2.8434 3.1439 -0.039
N 1.1938 -3.1538 1.3300 0.073
N 1.6712 -2.9042 0.0220 -0.092
C 1.5449 -3.9722 -0.8715 -0.196
C 1.6957 -3.7851 -2.2503 -0.029
C 1.6592 -4.8685 -3.1120 -0.116
C 1.4669 -6.1580 -2.6329 -0.143
C 1.3006 -6.3435 -1.2653 -0.116
C 1.3352 -5.2695 -0.3916 -0.030
H 1.3536 -4.1769 4.1212 0.114
H -0.4326 -5.6188 4.7798 0.090
H -2.8105 -6.1773 4.5509 0.082
H -4.3732 -4.6072 3.4148 0.076
H -3.4591 -2.4841 2.4645 0.090
H -1.0880 -1.9594 2.6693 0.048
H 1.8357 -2.7832 -2.6320 0.092
H 1.7750 -4.6950 -4.1758 0.091
H 1.4335 -7.0013 -3.3126 0.079
H 1.1303 -7.3386 -0.8706 0.089
H 1.1841 -5.3987 0.6698 0.091
```

## Properties
Electronic energy = -2806.48036 a.u.
E_HOMO (spin up / spin down) = -1.147 / -1.397 eV
Charge = -2
Kohn-Sham gap (spin up / spin down) = 0.184 / 0.193 Eh
LUMO (spin up / spin down) = 3.85 / 3.85 eV
Strongest force on any atom = 0.0288 hartree/bohr